Computed, not measured: C28H44BrClKN3O4SbSi3 as an isolated structure, with the ωB97M-V functional and the def2-TZVPD basis.

Largest force on an atom (eV Å⁻¹): 0.8
Energy above the lowest of the compared OMol25 structures with the same formula, charge and spin (eV): 0.311
DFT total energy (Eh): -6301.3810
HOMO-LUMO gap (eV): 5.73
Charge: -1

Geometry (Å):
K  -0.70916  -0.32649  -0.33434
O  -3.06218  -1.69764  -1.23598
Cl  -3.46304  -0.30630  -1.17887
O  -4.82341  -0.14583  -1.57843
O  -3.26431  0.16874  0.17672
O  -2.57599  0.44805  -2.04450
C  0.82253  4.76243  3.39464
C  0.26537  3.36689  3.39350
C  0.22218  2.57572  4.53458
C  -0.28648  1.29166  4.46328
C  -0.72544  0.84670  3.22690
Br  -1.37646  -0.93584  3.08809
N  -0.70004  1.56277  2.12605
C  -0.22056  2.80308  2.22155
H  1.18605  5.03975  4.38368
H  0.06796  5.49181  3.09561
H  1.65671  4.84706  2.69583
H  0.59099  2.96182  5.47772
H  -0.33288  0.64716  5.32835
H  -0.20506  3.38087  1.30477
C  2.31748  0.19655  1.62754
Sb  3.41883  -0.44587  -0.13242
C  1.77766  -1.60978  -0.80615
C  1.76821  -1.89773  -2.22012
C  0.59400  -2.33972  -2.89546
C  0.65944  -2.75271  -4.20693
C  1.87298  -2.70083  -4.89262
C  2.94788  -2.16766  -4.20744
N  2.91483  -1.77350  -2.93973
Si  1.66427  -3.20299  0.09893
C  -0.00305  -4.07507  -0.07542
C  2.98102  -4.43608  -0.46869
C  1.96059  -3.07654  1.96611
C  3.44599  1.53088  -1.26124
C  2.14932  2.27343  -1.45945
C  2.09314  3.42211  -2.27259
C  0.91470  4.12241  -2.43509
C  -0.23036  3.68185  -1.78494
C  -0.09669  2.54857  -1.01122
N  1.03692  1.86675  -0.83296
Si  4.59150  2.62528  -0.19456
C  4.01118  2.89613  1.57777
C  4.74569  4.42268  -0.76077
C  6.32913  1.91627  -0.07426
Si  4.28239  1.22585  -2.96011
C  2.97347  0.99774  -4.29165
C  5.55259  -0.15533  -2.93380
C  5.31764  2.65691  -3.67326
H  1.47909  -0.49350  1.69701
H  1.92724  1.20022  1.50251
H  2.90974  0.12836  2.54016
H  -0.37332  -2.33340  -2.40268
H  -0.24473  -3.09109  -4.70018
H  1.96827  -3.01838  -5.92197
H  3.90597  -2.04238  -4.71002
H  -0.19177  -4.42421  -1.09260
H  -0.84551  -3.43668  0.20765
H  -0.01814  -4.95037  0.58298
H  2.93188  -4.64159  -1.54096
H  2.87719  -5.38698  0.06513
H  3.97643  -4.03467  -0.25675
H  1.16856  -2.55221  2.50323
H  2.91232  -2.60709  2.22931
H  1.99121  -4.10187  2.35168
H  2.98350  3.76473  -2.77703
H  0.89686  4.99929  -3.07158
H  -1.19025  4.16676  -1.89016
H  -0.95710  2.15889  -0.46997
H  2.96861  3.21977  1.62620
H  4.63082  3.70925  1.97151
H  4.12622  2.03485  2.23300
H  3.81376  4.96365  -0.58071
H  5.06011  4.60644  -1.78435
H  5.50419  4.85830  -0.10020
H  6.31270  0.87124  0.23959
H  6.88041  2.48860  0.67830
H  6.88325  1.98411  -1.01126
H  2.09172  0.44752  -3.96591
H  3.41710  0.44955  -5.12780
H  2.65146  1.97043  -4.67165
H  5.12142  -1.11934  -2.67421
H  6.37143  0.06490  -2.24577
H  5.97993  -0.21260  -3.94123
H  4.77655  3.57740  -3.89554
H  5.66891  2.26377  -4.63475
H  6.20492  2.91344  -3.09300

Electronic structure analysis, natural (NBO) charges in units of e:
1 K 0.8845
2 O -0.8767
3 Cl 2.5335
4 O -0.8321
5 O -0.8890
6 O -0.8927
7 C -0.6309
8 C -0.0563
9 C -0.1626
10 C -0.2622
11 C 0.1572
12 Br 0.0700
13 N -0.4477
14 C 0.0554
15 H 0.2126
16 H 0.2215
17 H 0.2297
18 H 0.2122
19 H 0.2305
20 H 0.2034
21 C -1.0492
22 Sb 1.1534
23 C -1.3113
24 C 0.3096
25 C -0.3335
26 C -0.1497
27 C -0.3494
28 C 0.0513
29 N -0.5764
30 Si 1.6974
31 C -1.1228
32 C -1.1346
33 C -1.1247
34 C -1.3608
35 C 0.2246
36 C -0.2269
37 C -0.1853
38 C -0.2745
39 C 0.0312
40 N -0.4975
41 Si 1.7729
42 C -1.1355
43 C -1.1363
44 C -1.1483
45 Si 1.8116
46 C -1.1486
47 C -1.1661
48 C -1.1441
49 H 0.2212
50 H 0.2287
51 H 0.2052
52 H 0.2170
53 H 0.2055
54 H 0.2041
55 H 0.1756
56 H 0.2370
57 H 0.2282
58 H 0.2221
59 H 0.2311
60 H 0.2157
61 H 0.2291
62 H 0.2286
63 H 0.2272
64 H 0.2241
65 H 0.2091
66 H 0.2080
67 H 0.2217
68 H 0.1991
69 H 0.2265
70 H 0.2246
71 H 0.2436
72 H 0.2326
73 H 0.2337
74 H 0.2277
75 H 0.2560
76 H 0.2291
77 H 0.2323
78 H 0.2526
79 H 0.2348
80 H 0.2251
81 H 0.2769
82 H 0.2326
83 H 0.2237
84 H 0.2170
85 H 0.2312
86 H 0.2249